(1)
The ion C10H13N2 with charge +1, computed with ωB97M-V with the def2-TZVPD basis set.

The geometry in ORCA input format:
```
! RIJCOSX wB97M-V def2-TZVPD def2/J DEFGRID3
* xyz 1 1
C 2.745 1.447 0.491
C 2.025 2.190 -0.391
C 2.104 0.439 1.214
C 0.637 2.122 -0.480
C 0.750 0.175 0.917
C -0.019 1.131 0.214
C 0.168 -0.970 1.567
C -1.602 0.315 -1.259
C -1.034 -1.078 -1.396
C -1.244 -1.260 1.073
N -1.313 0.750 0.047
N -1.593 -1.839 -0.241
H 3.836 1.493 0.467
H 2.494 2.849 -1.135
H 2.782 -0.243 1.786
H -0.069 2.704 -1.128
H 0.662 -1.866 1.567
H -0.053 -0.802 2.648
H -1.073 1.044 -2.088
H -2.750 0.298 -1.520
H -1.416 -1.617 -2.276
H 0.075 -1.220 -1.357
H -1.995 -1.430 1.803
H -2.716 -1.757 -0.353
H -1.400 -2.875 -0.171
*
```

DFT total energy in Ha: -497.9628
Highest occupied orbital energy (alpha / beta) in eV: -11.762 / -11.872

Atomic partial charges in e from the Löwdin method, atoms 1 to 8: C -0.0830; C -0.0797; C -0.0041; C -0.0186; C -0.1990; C -0.2882; C -0.1230; C -0.2223

(2)
A cluster of 2 separate species, C4H13N5S in total, computed with ωB97M-V with the def2-TZVPD basis set.

The geometry in ORCA input format:
```
! RIJCOSX wB97M-V def2-TZVPD def2/J DEFGRID3
* xyz 2 1
C -2.743 0.032 -0.688
C -0.678 -0.575 -1.803
C 1.367 1.173 0.246
C 3.127 -0.581 2.088
N -3.146 1.173 -1.218
N -3.355 -0.730 0.190
N 1.277 -0.282 -0.026
N 0.281 -0.470 -2.457
N -1.637 -0.505 -1.106
S 1.668 -1.257 1.298
H 2.454 1.383 0.203
H 0.876 1.689 -0.612
H 0.891 1.604 1.043
H 2.832 0.327 2.419
H 3.996 -0.446 1.408
H 3.312 -1.296 2.901
H -4.041 1.479 -1.145
H -2.500 1.663 -1.809
H -4.406 -0.588 0.213
H -3.105 -1.673 0.476
H 1.903 -0.397 -0.754
H 0.863 -1.088 -2.946
H 0.761 -0.636 2.078
*
```

DFT total energy in Ha: -831.4914
Highest occupied orbital energy in eV: -17.744

Atomic partial charges in e from the Löwdin method, atoms 1 to 8: C -0.4324; C -0.2437; C -0.1039; C -0.2364; N 0.2827; N 0.2248; N -0.3918; N 0.2660

Calculated max |F| in order - 0.0928 0.0936 Eh/bohr